This record from the Open Molecules 2025 dataset describes 3 unconnected molecules or ions with the total composition C4H15NO2 at a distorted geometry. The level of theory is wB97M-V/def2-TZVPD.

XYZ file:
```
22
Properties=species:S:1:pos:R:3:forces:R:3
C 1.789 0.251 1.392 0.1 -0.2 -0.9
C 0.481 -0.462 1.137 -0.3 -0.3 1.1
N 0.303 -0.848 -0.252 -0.7 -0.2 0.0
C -0.980 -1.521 -0.481 0.0 -0.8 -0.2
C -1.105 -1.892 -1.959 0.4 0.2 0.2
H 2.626 -0.444 1.349 0.1 -0.1 0.3
H 1.739 0.761 2.343 0.3 0.2 0.2
H 1.984 0.957 0.580 -0.2 0.2 0.3
H 0.371 -1.308 1.853 0.2 0.0 -0.4
H -0.343 0.185 1.455 0.0 0.2 -0.5
H 1.014 -1.514 -0.532 0.3 0.3 0.0
H -1.067 -2.465 0.090 0.1 0.3 0.1
H -1.789 -0.885 -0.141 -0.1 0.3 -0.1
H -2.069 -2.302 -2.225 -0.4 0.1 0.1
H -0.881 -1.016 -2.576 -0.1 -0.2 -0.1
H -0.384 -2.682 -2.180 0.2 0.1 -0.2
O 0.659 3.390 1.261 0.0 0.2 -0.1
H 0.407 3.016 0.406 -0.1 -0.3 0.1
H 0.030 4.109 1.365 0.0 0.0 0.1
O -1.010 1.754 -0.624 0.1 0.0 -0.3
H -0.513 0.923 -0.742 0.2 -0.1 0.1
H -1.263 1.990 -1.521 -0.1 0.1 0.0
```
Forces are in eV/Å.

As for the orbital gap: 10.3 eV. The value obtained for the LUMO energy is 0.854 eV. The calculation puts the total energy at -366.62908 hartree. The value obtained for the energy above the lowest of the compared OMol25 structures with the same formula, charge and spin is 0.601 eV. The multiplicity is 1.

Results of the Löwdin charge analysis, in e, for atoms 1 through 4: -0.0964, -0.3185, -0.1122, -0.3052



This record from the Open Molecules 2025 dataset describes a gas-phase ion, C10H15N2O2 (charge +1) at a distorted geometry. The level of theory is wB97M-V/def2-TZVPD.

XYZ file:
```
29
Properties=species:S:1:pos:R:3:forces:R:3
C -2.699 3.141 -0.376 0.1 -0.3 0.7
C -2.584 1.725 -0.543 -0.1 -0.2 0.3
C -1.449 3.616 -0.352 1.0 0.7 -1.7
C -1.268 1.450 -0.702 -1.0 0.4 -0.1
C -0.695 -0.851 0.990 -2.0 1.3 -3.0
C 1.781 -0.778 0.819 -0.7 0.1 2.3
C 1.663 0.552 0.179 -1.3 2.1 -0.8
C -0.586 0.196 -0.945 1.1 -0.9 3.7
C -1.243 -0.774 -1.847 0.4 -1.1 1.0
C 0.577 -1.960 2.651 1.9 -0.9 2.1
N 0.475 -1.321 1.388 0.0 0.9 -1.9
N 0.907 0.528 -1.137 -1.0 -0.7 -2.0
O -1.850 -0.949 1.308 2.1 0.0 0.0
O -0.570 2.601 -0.610 1.3 0.0 0.0
H -3.526 3.789 -0.224 -0.8 0.0 0.0
H -3.302 0.950 -0.413 -0.7 -0.1 -0.3
H -1.009 4.582 -0.617 -0.4 -0.2 0.9
H 2.278 -1.413 0.122 0.1 -1.2 -0.3
H 2.469 -0.658 1.718 -0.8 -0.1 -1.1
H 1.096 1.318 0.721 0.1 -0.5 0.4
H 2.612 1.026 0.014 0.7 -0.2 -0.3
H -0.702 -1.701 -1.780 0.6 -0.6 -0.2
H -1.259 -0.482 -2.880 -0.7 0.3 -0.5
H -2.180 -1.091 -1.351 0.0 0.7 -0.8
H -0.230 -2.451 3.208 -0.7 0.9 -1.0
H 1.275 -2.792 2.557 0.4 0.1 0.0
H 1.037 -1.191 3.287 -0.1 -0.5 0.5
H 0.808 1.400 -1.683 0.8 0.6 1.1
H 1.337 -0.036 -1.893 -0.1 -0.5 0.9
```
Forces are in eV/Å.

As for the orbital gap: 8.4 eV. The value obtained for the LUMO energy is -2.985 eV. The calculation puts the total energy at -649.68746 hartree. The net charge is +1. The value obtained for the energy above the lowest of the compared OMol25 structures with the same formula, charge and spin is 2.275 eV. The multiplicity is 1.

Results of the Löwdin charge analysis, in e, for atoms 1 through 4: -0.0199, 0.0185, -0.0816, -0.2917



This record from the Open Molecules 2025 dataset describes a molecular structure, C26H24IN2OSeTi at a distorted geometry. The level of theory is wB97M-V/def2-TZVPD.

XYZ file:
```
56
Properties=species:S:1:pos:R:3:forces:R:3
Ti -0.433 -0.875 0.461 0.7 0.8 -0.2
I 3.106 -1.377 2.198 0.4 0.5 -0.1
C 2.916 0.450 1.127 0.0 -0.8 0.3
C 4.065 0.958 0.584 -0.1 -0.2 0.0
C 4.053 2.233 0.009 -0.1 0.1 0.0
C 2.932 3.006 0.117 0.1 0.0 0.0
C 1.758 2.510 0.716 0.1 -0.5 0.0
C 0.649 3.351 0.937 -0.4 -0.1 0.2
C -0.438 2.887 1.622 0.0 0.3 -0.2
C -0.541 1.518 1.927 0.1 -0.4 0.3
C 0.445 0.593 1.602 -0.1 0.5 0.5
C 1.691 1.149 1.145 0.3 0.3 0.0
H 4.982 0.390 0.619 0.0 0.0 0.0
H 4.951 2.611 -0.450 0.1 0.1 0.0
H 2.946 4.029 -0.223 0.0 0.2 -0.1
H 0.700 4.375 0.597 0.0 0.1 0.0
H -1.252 3.550 1.878 0.0 0.1 0.0
H -1.441 1.193 2.451 0.1 0.0 -0.3
C -4.584 0.685 0.440 0.2 0.0 0.0
C -4.615 1.272 -0.821 0.2 -0.2 0.1
C -3.452 1.315 -1.560 0.1 -0.1 0.2
C -2.264 0.804 -1.024 -0.4 0.3 -0.2
N -2.253 0.218 0.190 -0.4 0.4 -0.5
C -3.390 0.159 0.892 -0.4 -0.1 0.3
C -0.971 0.887 -1.717 0.3 0.0 -0.1
C -0.792 1.742 -2.810 0.0 -0.1 0.2
C 0.437 1.829 -3.433 0.0 0.0 0.0
C 1.507 1.085 -2.967 -0.1 -0.2 0.3
C 1.343 0.261 -1.861 0.4 -0.3 -0.1
C 0.111 0.123 -1.226 -0.4 0.3 -0.4
H -5.472 0.641 1.053 0.0 -0.1 0.1
H -5.534 1.680 -1.213 -0.1 0.0 -0.1
H -3.467 1.730 -2.554 0.1 0.1 -0.1
H -3.347 -0.325 1.866 0.1 0.0 -0.2
H -1.601 2.365 -3.158 -0.1 0.0 0.0
H 0.570 2.483 -4.279 0.0 0.1 -0.1
H 2.465 1.154 -3.459 0.1 0.0 0.0
H 2.215 -0.275 -1.496 -0.1 0.0 0.0
C -0.594 -2.151 3.110 0.4 0.0 -0.2
C 0.018 -3.203 2.199 -0.4 -0.3 1.0
O 0.534 -2.604 1.003 0.1 -0.1 0.1
C 1.024 -3.620 0.114 0.4 -0.5 -0.9
C 1.674 -3.001 -1.106 -0.2 0.1 0.3
H -0.888 -2.627 4.046 -0.2 0.0 -0.1
H -1.491 -1.710 2.650 0.0 0.0 0.2
H 0.139 -1.373 3.341 -0.2 -0.1 0.0
H -0.738 -3.957 1.927 0.3 0.2 -0.1
H 0.850 -3.704 2.719 -0.2 0.1 -0.3
H 0.188 -4.267 -0.191 0.1 0.2 0.3
H 1.769 -4.217 0.658 -0.3 0.2 0.1
H 0.950 -2.424 -1.691 0.1 -0.1 0.0
H 2.067 -3.792 -1.741 -0.1 -0.1 0.0
H 2.513 -2.375 -0.801 0.0 0.1 -0.1
Se -2.331 -2.693 -2.952 -0.2 -0.1 -0.8
C -1.973 -2.434 -1.304 0.0 -0.1 0.6
N -1.705 -2.234 -0.162 -0.5 -0.6 -0.1
```
Forces are in eV/Å.

As for the orbital gap: 6.8 eV. The value obtained for the LUMO energy is -4.065 eV. The calculation puts the total energy at -4738.26634 hartree. The net charge is +1. The value obtained for the energy above the lowest of the compared OMol25 structures with the same formula, charge and spin is 1.066 eV. The multiplicity is 1.

Results of the Löwdin charge analysis, in e, for atoms 1 through 4: 1.0948, 1.1042, -0.5965, -0.1457



This record from the Open Molecules 2025 dataset describes a molecular structure, C23H38F4GeN5PdSSi3 at a distorted geometry. The level of theory is wB97M-V/def2-TZVPD.

XYZ file:
```
76
Properties=species:S:1:pos:R:3:forces:R:3
Pd 12.580 12.114 10.779 -1.0 -1.2 -0.6
F 16.053 16.530 7.503 -1.3 -0.3 0.1
C 14.814 16.056 7.776 -0.9 0.1 -1.9
F 14.078 17.027 8.314 0.4 -0.2 0.3
F 14.189 15.757 6.569 1.0 0.1 1.4
C 14.897 14.830 8.672 0.3 -0.9 0.4
C 16.176 14.473 9.061 1.1 -0.8 -0.1
C 16.477 13.424 9.971 -1.1 1.7 -1.3
C 15.424 12.820 10.563 -2.1 0.6 0.0
N 14.162 13.075 10.143 2.2 0.8 -1.4
C 13.848 13.960 9.153 0.9 0.6 0.1
S 12.204 13.824 8.628 0.7 0.2 0.4
H 17.039 14.947 8.594 -0.4 0.2 0.3
H 17.462 13.189 10.240 1.3 -0.2 0.2
H 15.469 12.219 11.439 0.2 -0.8 0.4
N 6.339 13.145 10.607 -0.8 -0.4 -0.3
C 7.635 13.146 10.911 0.7 -1.2 0.3
N 8.306 14.259 11.196 0.3 2.2 0.0
N 8.239 11.940 10.973 0.4 -0.2 -0.3
C 9.504 11.667 11.037 1.2 0.1 0.7
N 10.644 11.319 11.165 -3.9 0.4 -0.4
H 5.808 14.006 10.448 0.4 -0.7 0.3
H 5.876 12.222 10.462 0.7 1.4 0.1
H 7.888 15.239 11.118 0.9 -2.2 0.2
H 9.295 14.154 11.496 -1.3 0.4 -0.3
C 10.887 6.528 9.269 -0.6 1.7 -1.5
Si 10.545 8.307 10.038 -2.5 -1.7 -0.7
C 9.063 9.112 9.125 0.1 -1.0 0.1
C 9.904 8.060 11.847 1.8 0.0 -0.8
Ge 12.627 9.643 9.842 0.4 0.1 0.6
Si 14.399 8.413 10.748 1.8 -0.3 1.2
C 14.703 9.228 12.437 -0.4 -0.7 0.3
C 16.172 8.573 9.991 -1.1 0.5 -0.7
C 14.060 6.581 11.090 -0.5 -1.0 -0.3
Si 13.003 9.550 7.527 -0.2 -1.0 -2.4
C 11.758 10.392 6.458 -0.9 -0.1 0.4
C 13.223 7.790 6.807 -0.7 0.0 1.8
C 14.560 10.504 7.131 0.8 -0.4 0.0
H 10.092 5.869 9.635 0.1 0.1 0.1
H 11.847 6.177 9.571 0.6 -0.5 0.1
H 10.823 6.531 8.120 0.2 0.1 1.7
H 8.671 8.330 8.416 0.3 0.7 0.6
H 9.324 9.999 8.549 -0.3 0.1 0.1
H 8.281 9.301 9.904 0.7 0.2 -0.9
H 8.822 8.041 11.758 -0.1 0.0 0.0
H 10.243 8.882 12.483 -0.2 -0.3 0.2
H 10.308 7.076 12.151 -0.3 0.6 0.3
H 15.235 10.169 12.393 0.0 0.4 -0.2
H 15.435 8.542 12.888 -0.3 0.1 0.3
H 13.823 9.358 13.108 0.7 -0.3 -0.5
H 16.787 8.379 10.857 0.4 -0.1 0.2
H 16.441 9.568 9.566 -0.2 -0.7 0.3
H 16.360 7.800 9.243 0.0 0.1 0.0
H 13.016 6.416 11.433 0.5 0.2 -0.1
H 14.689 6.251 11.947 -0.2 0.3 -0.6
H 14.210 5.846 10.235 0.0 1.1 0.9
H 10.696 10.036 6.483 1.0 0.5 0.0
H 12.193 10.200 5.480 -0.2 0.0 -0.4
H 11.864 11.464 6.628 -0.5 0.1 -0.1
H 12.345 7.573 6.211 -0.1 0.0 -0.3
H 13.267 6.992 7.563 0.0 0.2 -0.1
H 14.123 7.689 6.244 0.6 0.2 -0.6
H 14.843 11.353 7.727 0.0 0.4 0.4
H 14.396 10.891 6.106 0.1 -0.3 0.4
H 15.417 9.800 7.136 -0.4 0.4 -0.1
F 12.601 14.361 16.470 0.3 -0.1 -0.6
C 12.621 13.847 15.225 0.2 -0.7 0.7
C 12.831 12.480 15.084 -0.1 -0.2 -0.9
C 12.636 11.928 13.783 0.8 -0.3 1.6
C 12.553 12.746 12.699 -1.2 1.9 1.0
C 12.365 14.131 12.874 0.4 0.3 0.0
C 12.438 14.694 14.146 0.3 -0.3 -0.5
H 13.211 11.878 15.917 -0.7 0.2 -0.2
H 12.648 10.857 13.644 0.0 -0.1 0.2
H 12.248 14.804 12.015 0.1 -0.2 0.3
H 12.518 15.753 14.318 -0.5 0.3 -0.1
```
Forces are in eV/Å.

As for the orbital gap (alpha / beta): 6.6 / 4.6 eV. The value obtained for the LUMO energy (alpha / beta) is -5.659 / -9.109 eV. The calculation puts the total energy at -5043.24274 hartree. The net charge is +2. The value obtained for the energy above the lowest of the compared OMol25 structures with the same formula, charge and spin is 1.327 eV. The multiplicity is 6.

Results of the Löwdin charge analysis, in e, for atoms 1 through 4: 0.6750, 0.1461, -0.5327, 0.1725